# 1
{
  "formula": "C36H105CrCuO33",
  "method": "ωB97M-V/def2-TZVPD",
  "symbols": ["Cr", "Cu", "C", "C", "O", "H", "H", "H", "H", "H", "C", "C", "O", "H", "H", "H", "H", "H", "C", "C", "O", "H", "H", "H", "H", "H", "C", "C", "O", "O", "H", "H", "H", "H", "H", "H", "C", "C", "O", "O", "H", "H", "H", "H", "H", "H", "C", "C", "O", "O", "H", "H", "H", "H", "H", "H", "C", "C", "O", "O", "H", "H", "H", "H", "H", "H", "C", "C", "O", "O", "H", "H", "H", "H", "H", "H", "C", "C", "O", "O", "H", "H", "H", "H", "H", "H", "C", "C", "O", "O", "H", "H", "H", "H", "H", "H", "C", "C", "O", "O", "H", "H", "H", "H", "H", "H", "C", "C", "O", "O", "H", "H", "H", "H", "H", "H", "C", "C", "O", "O", "H", "H", "H", "H", "H", "H", "C", "C", "O", "O", "H", "H", "H", "H", "H", "H", "C", "C", "O", "O", "H", "H", "H", "H", "H", "H", "C", "C", "O", "O", "H", "H", "H", "H", "H", "H", "C", "C", "O", "O", "H", "H", "H", "H", "H", "H", "C", "C", "O", "O", "H", "H", "H", "H", "H", "H"],
  "positions_angstrom": [[13.6210, 8.3785, -5.8896], [15.2193, 11.1274, -7.0923], [11.5126, 12.5073, -6.1242], [11.8629, 11.0252, -5.8734], [13.2124, 10.5847, -6.0743], [11.6878, 13.0673, -7.0429], [11.8898, 13.0589, -5.2630], [10.4316, 12.5569, -5.9937], [11.3154, 10.4380, -6.6107], [11.4220, 10.6581, -4.9466], [14.8278, 8.8042, -10.0500], [15.4749, 8.2302, -8.7567], [15.0742, 8.8161, -7.4932], [14.9646, 9.8698, -10.2340], [13.7668, 8.5574, -10.0880], [15.2099, 8.2101, -10.8802], [16.5510, 8.3526, -8.8799], [15.3349, 7.1518, -8.6822], [16.1864, 8.9930, -2.0249], [15.2562, 7.9271, -2.7047], [14.7420, 8.3525, -3.9284], [17.0581, 9.2883, -2.6089], [16.5817, 8.4596, -1.1604], [15.7007, 9.9529, -1.8490], [14.4750, 7.6837, -1.9845], [15.8323, 7.0087, -2.8173], [14.9256, 2.5354, -2.7891], [14.4678, 4.0177, -2.7763], [13.3942, 4.2858, -3.7248], [15.7877, 2.1350, -1.8342], [15.4118, 2.2895, -3.7332], [14.0232, 1.9278, -2.8579], [15.3349, 4.6600, -2.9300], [14.2526, 4.3902, -1.7747], [12.7871, 3.5787, -3.9552], [16.6870, 2.4468, -1.9591], [16.8479, 15.1286, 1.6418], [17.7655, 14.3243, 0.7361], [17.1925, 14.0676, -0.5355], [15.8718, 14.3332, 2.3429], [16.2105, 15.8658, 1.1536], [17.5535, 15.4886, 2.3905], [18.0677, 13.3668, 1.1604], [18.7521, 14.7519, 0.5575], [17.4555, 13.1519, -0.6537], [15.2565, 13.9870, 1.6924], [8.0744, 6.8238, 1.4051], [9.0732, 6.4478, 0.3016], [9.7620, 7.6855, 0.1734], [7.4872, 5.5567, 1.6222], [7.3168, 7.5181, 1.0414], [8.6107, 7.2872, 2.2333], [8.6180, 6.1515, -0.6434], [9.7404, 5.6121, 0.5128], [10.6791, 7.4074, 0.2296], [6.5589, 5.7124, 1.8109], [19.7923, 10.0398, 1.3348], [20.5540, 8.9273, 0.7831], [20.6431, 9.1217, -0.6692], [18.4722, 10.0305, 0.8373], [20.2970, 10.9986, 1.2168], [19.5715, 9.7886, 2.3722], [20.0155, 7.9798, 0.7984], [21.5059, 8.7811, 1.2936], [20.0961, 8.3778, -0.9322], [18.2298, 10.8455, 0.3916], [17.7017, 6.2494, 0.9723], [16.6230, 5.2835, 1.2004], [17.0539, 3.9528, 1.1973], [18.7401, 5.8678, 1.8057], [17.3748, 7.2833, 1.0837], [18.0271, 6.0388, -0.0464], [15.8704, 5.5091, 0.4449], [16.2563, 5.7870, 2.0950], [16.3433, 3.3329, 1.0172], [18.7690, 4.9094, 1.8511], [12.6353, 11.2998, -0.5297], [12.5399, 11.9210, 0.8925], [13.8027, 12.5991, 1.0676], [11.6751, 10.3128, -0.7555], [13.5142, 10.6957, -0.7548], [12.5360, 12.0624, -1.3021], [12.3933, 11.1994, 1.6962], [11.7473, 12.6651, 0.9705], [13.7630, 13.3530, 0.4746], [10.8382, 10.6857, -0.4690], [19.4440, 13.5587, -4.8676], [20.3620, 14.2445, -3.8504], [21.7069, 14.5696, -4.3379], [18.1633, 14.1763, -4.8118], [19.5453, 12.4772, -4.7774], [19.7739, 13.7833, -5.8819], [20.3825, 13.7211, -2.8945], [19.8585, 15.0597, -3.3308], [22.4027, 14.5632, -3.6765], [18.2278, 15.1298, -4.7209], [15.7362, 12.0198, -4.1664], [15.2316, 13.2082, -5.0391], [15.7804, 13.3159, -6.2845], [16.0810, 10.8972, -4.8280], [15.0439, 11.6597, -3.4054], [16.6192, 12.3882, -3.6442], [15.5294, 14.1705, -4.6226], [14.1469, 13.1178, -5.0971], [16.6478, 13.6641, -6.0655], [15.7317, 10.1667, -4.3123], [20.1541, 9.7862, -3.7583], [19.9927, 8.2785, -4.1852], [19.6504, 7.5531, -2.9858], [21.4818, 9.9914, -3.2131], [19.4659, 10.1949, -3.0183], [20.0334, 10.2312, -4.7460], [20.9969, 7.9229, -4.4159], [19.4047, 8.1201, -5.0892], [20.0748, 6.6986, -3.0930], [21.4697, 9.7287, -2.2898], [17.1313, 9.1838, 4.5405], [17.8166, 9.6458, 5.9046], [19.0279, 10.3517, 5.6339], [17.8221, 8.3816, 3.5726], [16.9479, 10.0652, 3.9261], [16.1806, 8.6865, 4.7329], [18.1263, 8.7173, 6.3844], [17.4053, 10.2727, 6.6958], [18.9608, 11.3093, 5.6289], [18.0111, 9.0052, 2.8676], [16.8653, 6.1481, -6.0264], [17.2828, 5.2875, -7.2160], [16.4567, 4.2063, -7.3753], [17.4426, 5.6854, -4.8456], [15.7778, 6.1261, -5.9560], [17.0058, 7.2112, -6.2218], [18.3001, 4.9099, -7.1130], [17.1045, 5.8413, -8.1378], [16.9820, 3.5226, -6.9531], [17.1358, 6.2938, -4.1693], [13.2260, 5.6266, -7.1197], [12.0111, 6.3603, -7.5961], [11.9815, 7.7542, -7.2313], [13.4184, 6.1973, -5.7976], [14.0529, 5.8569, -7.7915], [13.1949, 4.5392, -7.1886], [11.0681, 5.8919, -7.3141], [12.0177, 6.2524, -8.6807], [11.2131, 8.0334, -7.7344], [13.3439, 5.5358, -5.1059], [20.5851, 3.1046, -5.1848], [19.4444, 3.0449, -4.2019], [18.2194, 2.7133, -4.7928], [20.4110, 4.1598, -6.1267], [20.7797, 2.1093, -5.5844], [21.5429, 3.2860, -4.6971], [19.3012, 3.9732, -3.6489], [19.6024, 2.2939, -3.4278], [17.8221, 3.5532, -5.0343], [20.3074, 3.7878, -7.0055], [13.5225, 7.5342, 1.3490], [13.1411, 6.1853, 1.8408], [13.0308, 5.3277, 0.8025], [12.4051, 7.9912, 0.6335], [14.4118, 7.5723, 0.7199], [13.7418, 8.1851, 2.1953], [12.1868, 6.0786, 2.3566], [13.8238, 5.7056, 2.5422], [12.0929, 5.3650, 0.6012], [12.4886, 8.9223, 0.4150], [11.1103, 6.9368, -3.4744], [10.2202, 6.1617, -4.3881], [8.9071, 6.8194, -4.5473], [11.7262, 8.1051, -4.0718], [11.8734, 6.3658, -2.9454], [10.3893, 7.2401, -2.7152], [10.0740, 5.2106, -3.8760], [10.7081, 5.8356, -5.3066], [8.5073, 6.3490, -5.2824], [12.1695, 8.6176, -3.3918]],
  "mulliken_spin": [3.78, 0.11, -0.01, -0.04, 0.72, 0.00, 0.00, 0.00, 0.08, 0.05, 0.01, 0.02, 0.18, 0.00, 0.00, 0.00, 0.01, 0.00, 0.00, -0.04, 0.04, 0.00, 0.00, 0.00, 0.00, 0.02, 0.00, 0.00, 0.00, 0.00, 0.00, 0.00, 0.00, 0.00, 0.00, 0.00, 0.00, 0.00, 0.00, 0.00, 0.00, 0.00, 0.00, 0.00, 0.00, 0.00, 0.00, 0.00, 0.00, 0.00, 0.00, 0.00, 0.00, 0.00, 0.00, 0.00, 0.00, 0.00, 0.00, 0.00, 0.00, 0.00, 0.00, 0.00, 0.00, 0.00, 0.00, 0.00, 0.00, 0.00, 0.00, 0.00, 0.00, 0.00, 0.00, 0.00, 0.00, 0.00, 0.00, 0.00, 0.00, 0.00, 0.00, 0.00, 0.00, 0.00, 0.00, 0.00, 0.00, 0.00, 0.00, 0.00, 0.00, 0.00, 0.00, 0.00, 0.00, 0.00, 0.00, 0.01, 0.01, 0.00, 0.00, 0.00, 0.00, 0.00, 0.00, 0.00, 0.00, 0.00, 0.00, 0.00, 0.00, 0.00, 0.00, 0.00, 0.00, 0.00, 0.00, 0.00, 0.00, 0.00, 0.00, 0.00, 0.00, 0.00, -0.01, 0.00, 0.00, 0.00, 0.03, -0.01, 0.00, 0.00, 0.00, 0.00, 0.05, -0.01, 0.01, -0.02, -0.02, 0.00, 0.00, 0.00, 0.01, 0.02, 0.00, 0.00, 0.00, 0.00, 0.00, 0.00, 0.00, 0.00, 0.00, 0.00, 0.00, 0.00, 0.00, 0.00, 0.00, 0.00, 0.00, 0.00, 0.00, 0.00, 0.00, 0.00, 0.00, 0.02, 0.00, 0.00, 0.00, 0.00, 0.00, -0.01],
  "total_charge": 1,
  "orbital_gap_ev": [7.986, 4.575],
  "max_force_ev_per_a": 3.52,
  "e_lumo_ev": [-2.38, -5.98],
  "total_energy_ha": -6601.7098,
  "multiplicity": 6
}

# 2
{
  "formula": "C32H26Cl2N8O2PbSTe",
  "method": "ωB97M-V/def2-TZVPD",
  "symbols": ["Pb", "Cl", "C", "C", "C", "N", "C", "O", "C", "C", "C", "C", "C", "N", "C", "C", "C", "Cl", "N", "C", "O", "C", "C", "C", "C", "C", "N", "H", "H", "H", "H", "H", "H", "H", "H", "H", "H", "N", "C", "C", "N", "C", "C", "N", "H", "H", "H", "H", "H", "C", "C", "C", "C", "C", "C", "Te", "C", "C", "C", "H", "H", "H", "H", "H", "H", "H", "H", "H", "H", "H", "S", "C", "N"],
  "positions_angstrom": [[-0.4136, 0.3227, 0.7659], [-3.7511, -3.2750, -4.0485], [-3.1079, -2.8313, -2.5045], [-1.9257, -2.1022, -2.4661], [-1.3632, -1.7255, -1.2538], [-0.1195, -1.0780, -1.0972], [0.7447, -1.0141, -2.1212], [0.5262, -1.1118, -3.3206], [2.2229, -1.0670, -1.7584], [2.8009, -2.3253, -1.9397], [4.1516, -2.4892, -1.7409], [4.9155, -1.3826, -1.3838], [4.2782, -0.1748, -1.2333], [2.9633, -0.0201, -1.4096], [-2.0508, -2.0635, -0.0558], [-3.2279, -2.7916, -0.1135], [-3.7532, -3.1816, -1.3374], [-5.2266, -4.0890, -1.3581], [-1.4569, -1.6172, 1.1279], [-1.7569, -2.0599, 2.3533], [-2.6462, -2.8277, 2.7012], [-0.8017, -1.5476, 3.4174], [-0.8990, -2.0429, 4.7109], [0.0200, -1.6166, 5.6527], [0.9951, -0.7012, 5.2823], [1.0025, -0.2393, 3.9772], [0.1306, -0.6609, 3.0691], [-1.4419, -1.8343, -3.3890], [2.1710, -3.1462, -2.2484], [4.6101, -3.4578, -1.8724], [5.9809, -1.4534, -1.2294], [4.8194, 0.7219, -0.9693], [-3.7317, -3.0634, 0.7987], [-1.6838, -2.7480, 4.9338], [-0.0213, -1.9912, 6.6661], [1.7325, -0.3478, 5.9869], [1.7231, 0.4946, 3.6435], [-4.2316, 4.6170, 0.7120], [-4.1408, 3.2852, 0.9594], [-2.9884, 2.5678, 0.5779], [-2.8747, 1.2843, 0.8310], [-3.8941, 0.6555, 1.4271], [-5.0361, 1.3628, 1.7526], [-5.1643, 2.6681, 1.5355], [-3.3652, 5.1323, 0.6325], [-4.9990, 5.0894, 1.1645], [-2.1652, 3.0656, 0.0938], [-3.7937, -0.4004, 1.6238], [-5.8762, 0.8649, 2.2147], [7.1197, 5.1390, -2.9905], [5.9427, 4.4011, -2.4304], [5.7364, 4.3096, -1.0664], [4.6489, 3.6216, -0.5298], [4.5001, 3.6000, 0.9591], [3.7462, 3.0267, -1.4111], [2.0173, 2.0719, -0.6726], [3.9289, 3.0987, -2.7927], [2.9723, 2.4620, -3.7531], [5.0311, 3.7828, -3.2790], [7.6806, 5.6406, -2.2057], [6.7984, 5.8881, -3.7129], [7.7946, 4.4563, -3.5064], [6.4364, 4.7825, -0.3914], [5.4776, 3.6613, 1.4331], [3.9965, 2.6973, 1.3067], [3.9065, 4.4511, 1.2923], [1.9719, 2.8938, -3.6557], [2.8754, 1.3906, -3.5784], [3.3122, 2.6093, -4.7749], [5.1795, 3.8413, -4.3481], [-0.4940, 5.4261, 1.6996], [0.5215, 4.5350, 0.8234], [1.2807, 3.9100, 0.1786]],
  "mulliken_charge": [0.98, -0.22, 0.04, -0.63, -0.41, 0.07, -0.11, -0.60, 0.70, -0.63, -0.59, -0.84, -0.22, 0.18, 0.02, -0.42, -0.03, -0.22, 0.02, 0.27, -0.74, 0.48, -0.67, -0.29, -0.78, -0.19, -0.04, 0.78, 0.53, 0.43, 0.44, 0.27, 0.63, 0.47, 0.43, 0.40, 0.48, -0.44, 0.26, -0.13, -0.01, -0.15, -0.59, -0.60, 0.20, 0.27, 0.46, 0.39, 0.40, -1.55, 0.71, -0.85, 1.17, -1.92, -0.60, 0.98, 1.34, -1.56, -0.94, 0.36, 0.36, 0.33, 0.35, 0.51, 0.27, 0.34, 0.30, 0.24, 0.41, 0.38, -0.44, 0.47, -0.72],
  "relative_energy_kj_mol": 67.62,
  "orbital_gap_ev": 7.329,
  "max_force_ev_per_a": 0.35,
  "e_lumo_ev": -0.22,
  "total_energy_ha": -3603.0725
}

# 3
{
  "formula": "C5H30NO10S",
  "method": "ωB97M-V/def2-TZVPD",
  "symbols": ["C", "C", "C", "C", "S", "N", "C", "O", "H", "H", "H", "H", "H", "H", "H", "H", "H", "H", "H", "H", "H", "H", "O", "H", "H", "O", "H", "H", "O", "H", "H", "O", "H", "H", "O", "H", "H", "O", "H", "H", "O", "H", "H", "O", "H", "H", "O"],
  "positions_angstrom": [[2.5337, -1.1524, 1.2771], [1.3061, -0.2599, 1.4115], [0.9379, -0.0505, 2.9140], [0.0759, 1.1300, 3.2555], [0.7780, 2.8603, 3.3809], [0.1068, -0.9024, 0.8394], [-0.4325, -0.3476, -0.4166], [0.2214, -0.7720, -1.5932], [3.3010, -0.9945, 2.0150], [2.3347, -2.2373, 1.2290], [2.9597, -0.8843, 0.2914], [1.4551, 0.7167, 0.9588], [0.3474, -0.9236, 3.2136], [1.8960, 0.0598, 3.4607], [-0.4345, 1.0057, 4.2203], [-0.8031, 1.1437, 2.5603], [1.9686, 2.4519, 2.9999], [0.1968, -1.9055, 0.7632], [-1.4622, -0.6751, -0.5029], [-0.3739, 0.7373, -0.3724], [3.2260, 2.9985, -1.0525], [2.4644, 1.6254, -1.1607], [2.3745, 2.5582, -0.8881], [-1.8938, 2.2554, -1.2208], [-2.6571, 3.1366, -0.2066], [-2.5637, 2.2315, -0.4804], [-4.0720, 1.1469, -0.2504], [-4.7170, 0.3313, 0.7899], [-4.8688, 1.1630, 0.3234], [0.9644, -2.9145, -3.3747], [0.4326, -2.3601, -2.1174], [0.6515, -3.2468, -2.5306], [0.6428, 0.4588, -3.8406], [-0.2804, -0.0632, -2.7644], [-0.2895, 0.5668, -3.6353], [1.7740, -0.4018, -1.7795], [2.8304, -0.1722, -3.0393], [2.5612, 0.1428, -2.1631], [-2.3362, -1.3311, 1.2361], [-3.0350, -2.4319, 1.8769], [-3.1548, -1.8533, 1.0957], [-1.6352, -2.9526, 0.3251], [-0.7229, -4.0442, -0.1712], [-0.9650, -3.5717, 0.6429], [-0.7281, 2.1012, -3.0861], [-0.0290, 2.7612, -1.9962], [-0.8861, 2.8656, -2.4378]],
  "mulliken_charge": [-1.50, 0.89, -1.12, -0.45, -0.27, 0.20, -0.80, -0.85, 0.46, 0.29, 0.30, 0.02, 0.28, 0.34, 0.41, 0.17, 0.09, 0.12, 0.40, 0.21, 0.27, 0.41, -0.62, 0.46, 0.22, -0.61, 0.36, 0.30, -0.68, 0.25, 0.52, -0.72, 0.28, 0.43, -0.86, 0.35, 0.23, -0.74, 0.36, 0.33, -0.71, 0.38, 0.32, -0.69, 0.48, 0.34, -0.84],
  "total_charge": -1,
  "relative_energy_kj_mol": 175.29,
  "orbital_gap_ev": 8.378,
  "max_force_ev_per_a": 2.48,
  "e_lumo_ev": 2.76,
  "total_energy_ha": -1413.9150
}

What is the formula in the first record?
C36H105CrCuO33

Which formula does entry 1 have?
C36H105CrCuO33